# 1
# C51H54AsBrN8O2PbSSi2

C51H54AsBrN8O2PbSSi2 as an isolated structure (the ωB97M-V functional and the def2-TZVPD basis, the OMol25 dataset).

The calculation puts the HOMO-LUMO gap at 5.0 eV. The calculation puts the energy above the lowest of the compared OMol25 structures with the same formula, charge and spin at 88.1 kcal/mol. The net charge is -2.

Cartesian coordinates (Å):
Pb -0.055 0.485 0.333
C -1.942 -4.084 2.220
C -0.924 -4.739 2.901
C 0.357 -4.215 2.874
C 0.588 -3.050 2.141
N -0.403 -2.395 1.553
C -1.631 -2.890 1.584
C 1.955 -2.471 1.954
C 3.092 -3.220 2.247
C 4.344 -2.669 2.048
C 4.431 -1.371 1.575
C 3.247 -0.701 1.307
N 2.039 -1.230 1.478
H -2.945 -4.488 2.181
H -1.124 -5.655 3.444
H 1.149 -4.697 3.429
H -2.388 -2.300 1.071
H 3.003 -4.239 2.594
H 5.237 -3.247 2.255
H 5.382 -0.886 1.400
H 3.268 0.319 0.935
C 1.923 1.544 3.651
Si 1.078 2.274 2.053
C 0.106 3.745 2.783
C 2.579 3.143 1.203
C 3.347 4.084 1.901
C 4.366 4.800 1.290
C 4.645 4.576 -0.053
C 3.912 3.628 -0.753
C 2.872 2.900 -0.159
Si 1.853 1.639 -1.232
C 1.195 2.752 -2.616
C 3.179 0.583 -2.092
H 2.706 2.208 4.031
H 2.389 0.587 3.427
H 0.663 2.196 5.145
H 0.732 4.452 3.340
H -0.700 3.399 3.439
H -0.368 4.285 1.957
H 3.138 4.270 2.952
H 4.934 5.536 1.852
H 5.428 5.139 -0.550
H 4.149 3.455 -1.800
H 2.000 3.304 -3.115
H 0.475 3.465 -2.210
H 0.672 2.151 -3.368
H 3.852 1.195 -2.703
H 2.695 -0.151 -2.745
H 3.788 0.021 -1.378
S -1.763 2.577 -0.455
C -2.606 2.342 -1.984
C -3.095 3.527 -2.580
C -3.848 3.524 -3.735
C -4.168 2.318 -4.352
C -3.693 1.146 -3.794
C -2.899 1.121 -2.641
As -2.225 -0.628 -1.996
C -1.213 -1.315 -3.568
C -1.149 -0.630 -4.782
C -0.474 -0.972 -5.963
C 0.523 -1.868 -6.312
C 1.448 -2.594 -5.500
C -0.828 -2.638 -3.404
C -3.929 -1.580 -2.405
C -4.114 -2.528 -3.407
C -5.323 -3.205 -3.542
C -6.372 -2.953 -2.668
C -6.201 -2.009 -1.662
C -4.995 -1.333 -1.535
H -2.858 4.463 -2.088
H -4.188 4.463 -4.160
H -4.769 2.295 -5.254
H -3.954 0.206 -4.264
H -1.700 0.298 -4.854
H -0.821 -0.385 -6.815
H 0.697 -1.982 -7.380
H 2.069 -3.313 -6.086
H -0.808 -3.288 -4.275
H -3.309 -2.737 -4.100
H -5.445 -3.928 -4.341
H -7.312 -3.482 -2.772
H -7.011 -1.800 -0.971
H -4.866 -0.598 -0.749
C -5.713 1.214 3.487
C -4.252 0.749 3.555
C -4.131 -0.499 4.437
C -3.353 1.874 4.076
C -3.834 0.390 2.188
N -3.504 0.115 1.123
H -6.057 1.490 4.486
H -6.356 0.422 3.099
H -5.804 2.080 2.831
H -4.557 -0.295 5.422
H -3.083 -0.776 4.563
H -4.659 -1.344 3.993
H -3.620 2.101 5.112
H -3.484 2.774 3.472
H -2.302 1.585 4.035
N 2.849 -1.736 6.099
N 2.150 -0.996 5.191
N 1.037 -1.502 4.958
C 0.014 -0.723 4.441
N -0.135 0.556 4.495
N 0.977 1.312 4.770
H 2.260 -2.260 6.737
H 3.557 -1.170 6.538
H -0.858 -1.285 4.134
Br 2.263 -4.892 -1.341
C 0.479 -5.523 -1.474
C 0.230 -6.832 -1.090
C -1.059 -7.342 -1.172
C -2.084 -6.545 -1.657
C -1.813 -5.245 -2.062
C -0.532 -4.704 -1.973
C -0.383 -3.202 -2.165
O 1.641 -2.496 -4.294
O 0.097 -2.588 -1.215
H 1.045 -7.441 -0.722
H -1.257 -8.356 -0.844
H -3.097 -6.927 -1.707
H -2.609 -4.608 -2.429

---

# 2
# C51H54BF10N10O2S5Zr

C51H54BF10N10O2S5Zr as an isolated structure at a distorted geometry (the ωB97M-V functional and the def2-TZVPD basis, the OMol25 dataset).

The calculation puts the HOMO-LUMO gap at 6.8 eV. The calculation puts the energy above the lowest of the compared OMol25 structures with the same formula, charge and spin at 0.0 kcal/mol. The net charge is +1.

Cartesian coordinates (Å):
Zr 0.580 2.901 0.480
C -1.564 1.041 -3.598
C -1.370 -0.173 -2.747
C -1.374 -1.418 -3.288
C -1.197 -2.568 -2.487
N -0.923 -2.457 -1.215
N -0.881 -1.217 -0.698
B -0.529 -1.206 0.779
N -1.689 -1.049 1.707
N -2.799 -1.415 1.005
C -3.931 -1.461 1.611
C -4.024 -1.136 3.000
C -2.930 -0.793 3.716
C -3.045 -0.464 5.175
C -1.638 -0.763 3.037
S -0.213 -0.414 3.837
C -5.150 -1.869 0.800
C -5.786 -3.103 1.457
C -4.754 -2.207 -0.640
C -6.150 -0.707 0.794
N 0.944 -0.910 1.080
N 0.600 -2.195 1.186
C 1.398 -3.125 1.619
C 2.741 -2.709 1.816
C 3.140 -1.425 1.620
C 4.564 -1.014 1.786
C 2.151 -0.431 1.267
S 2.539 1.207 1.162
C 0.896 -4.509 1.919
C 1.219 -4.788 3.397
C 1.631 -5.513 1.021
C -0.614 -4.576 1.710
C -1.139 -0.092 -1.350
S -1.351 1.393 -0.455
C -1.397 -3.944 -3.090
C -2.815 -3.987 -3.681
C -1.264 -5.037 -2.042
C -0.358 -4.174 -4.197
H -2.141 0.794 -4.487
H -0.587 1.406 -3.918
H -2.069 1.837 -3.055
H -1.547 -1.536 -4.349
H -4.991 -1.166 3.487
H -3.813 -1.082 5.637
H -3.335 0.578 5.297
H -2.101 -0.608 5.691
H -5.056 -3.904 1.578
H -6.595 -3.476 0.828
H -6.209 -2.875 2.435
H -4.048 -3.039 -0.675
H -4.283 -1.354 -1.133
H -5.645 -2.484 -1.204
H -6.454 -0.422 1.802
H -7.049 -0.998 0.249
H -5.725 0.171 0.305
H 3.466 -3.444 2.132
H 5.179 -1.857 2.090
H 4.651 -0.214 2.522
H 4.939 -0.617 0.840
H 2.293 -4.816 3.584
H 0.810 -5.761 3.668
H 0.774 -4.033 4.046
H 2.713 -5.456 1.145
H 1.404 -5.350 -0.030
H 1.320 -6.523 1.288
H -1.135 -3.919 2.410
H -0.951 -5.596 1.893
H -0.893 -4.294 0.699
H -3.576 -3.780 -2.921
H -3.001 -4.981 -4.087
H -2.938 -3.273 -4.496
H -2.026 -4.951 -1.266
H -0.284 -5.006 -1.572
H -1.379 -6.007 -2.527
H -0.356 -3.386 -4.950
H -0.583 -5.114 -4.701
H 0.650 -4.242 -3.787
C 0.523 3.627 -2.786
N 1.004 4.118 -1.468
C 2.492 4.160 -1.501
C 3.062 4.683 -0.200
N 2.255 4.180 0.916
C 2.845 4.228 2.180
C 4.036 4.842 2.572
F 4.763 5.577 1.716
C 4.511 4.744 3.874
F 5.655 5.344 4.191
C 3.811 4.056 4.851
F 4.275 3.984 6.096
C 2.611 3.453 4.508
F 1.893 2.783 5.403
C 2.185 3.571 3.207
F 0.993 2.982 2.850
C 0.395 5.464 -1.242
C -0.996 5.247 -0.688
N -0.856 4.430 0.522
C -1.185 4.941 1.776
C -1.459 3.983 2.752
F -1.364 2.688 2.331
C -1.747 4.266 4.064
F -1.968 3.294 4.945
C -1.792 5.599 4.456
F -2.057 5.917 5.721
C -1.535 6.588 3.522
F -1.552 7.865 3.892
C -1.233 6.264 2.205
F -0.939 7.274 1.367
H 0.797 4.362 -3.546
H 0.983 2.665 -3.005
H -0.557 3.509 -2.763
H 2.819 3.129 -1.672
H 2.831 4.773 -2.343
H 4.093 4.329 -0.130
H 3.101 5.777 -0.200
H 0.980 6.006 -0.500
H 0.384 6.031 -2.177
H -1.490 6.200 -0.504
H -1.615 4.696 -1.402
O 2.167 -3.774 -4.345
S 1.801 -2.456 -4.780
O 0.874 -2.320 -5.869
N 1.255 -1.580 -3.490
C 2.038 -0.574 -3.226
S 1.719 0.526 -1.966
C 3.237 -0.458 -4.123
C 4.273 0.459 -4.095
C 5.291 0.333 -5.032
C 5.276 -0.695 -5.972
C 4.241 -1.623 -5.996
C 3.239 -1.471 -5.061
H 4.280 1.245 -3.351
H 6.111 1.038 -5.031
H 6.080 -0.775 -6.690
H 4.221 -2.425 -6.720